Record 1
The following is a DFT calculation (ωB97M-V with the def2-TZVPD basis set) of a 2-piece molecular cluster, C3H9N3 overall.

Last column: Mulliken charge in e.
Geometry (Å):
C 0.90282 1.47908 -0.00801  -0.972
N 1.02380 -1.27734 -0.64250  -0.268
C 0.87359 0.26652 0.92278  -0.203
N 1.42967 -0.94432 0.54592  -0.292
H 1.26006 -2.25552 -0.81841  0.286
H -0.19317 -1.05760 -0.65572  0.477
H 1.17063 0.50859 1.94169  0.363
H 0.33294 2.29573 0.43532  0.311
H 1.93635 1.80222 -0.15009  0.338
H 0.46540 1.26215 -0.97939  0.314
C -1.54020 -0.70612 -0.14184  -0.702
N -2.14260 0.13815 -0.85741  -0.441
H -3.16486 0.07500 -0.81151  0.226
H -2.03938 -1.49937 0.44162  0.336
H -0.31506 -0.08717 0.77756  0.226

## Properties
Energy above the lowest of the compared OMol25 structures with the same formula, charge and spin: 116.8 kcal per mole
Lowest unoccupied orbital energy (alpha / beta): 0.254 / 0.253 eV
Kohn-Sham gap (alpha / beta): 8.32 / 8.32 eV
Charge: 0

Record 2
The following is a DFT calculation (ωB97M-V with the def2-TZVPD basis set) of C6H10O as an isolated structure.

Last column: Mulliken charge in e.
Geometry (Å):
C 2.23542 0.83939 -0.20891  -1.262
C 0.95205 0.13496 0.05740  0.272
O 0.28845 0.25397 1.21194  -0.328
C -0.62465 -0.76359 0.79106  -0.011
C -2.02185 -0.14663 0.65945  -0.558
C -1.53189 0.40370 -0.69166  -0.683
C -0.17587 -0.42718 -0.67564  -0.007
H 2.04780 1.87659 -0.52164  0.322
H 2.85475 0.85253 0.69306  0.312
H 2.78552 0.33371 -1.00692  0.305
H 1.31322 -1.63624 0.54907  0.114
H 0.51903 -1.82727 0.90613  0.022
H -2.28734 0.58150 1.43065  0.282
H -2.80564 -0.90207 0.56457  0.260
H -2.13655 0.08724 -1.54562  0.293
H -1.38276 1.48485 -0.73372  0.273
H -0.02971 -1.14543 -1.47923  0.395

## Properties
Energy above the lowest of the compared OMol25 structures with the same formula, charge and spin: 124.5 kcal per mole
Lowest unoccupied orbital energy: 0.926 eV
Kohn-Sham gap: 8.85 eV
Charge: 0